Formula: C3H5NS3
Source: the Open Molecules 2025 dataset
Level of theory: ωB97M-V/def2-TZVPD

Calculated values
HOMO = -8.819 eV
SMILES string = S=C/C(CS)=N/S
LUMO = -1.58 eV
Relative energy (zero: lowest compared OMol25 entry of this formula, charge and spin) = 194.2 kJ/mol
Total charge = 0

XYZ file:
```
12
Properties=species:S:1:pos:R:3:nbo_charge:R:1
S 1.78536 -1.02897 -2.55267 0.084
C 0.51849 -0.27409 -1.77261 -0.298
C 0.35970 -0.09656 -0.38233 0.080
C -0.55751 0.91662 0.15182 -0.556
S -2.41576 0.76420 0.50615 -0.047
N 1.12929 -0.83791 0.42419 -0.455
S 0.65381 -0.90634 2.03004 0.245
H -0.08734 0.32464 -2.44818 0.212
H -0.12793 1.42395 0.93503 0.231
H -0.60694 1.67627 -0.61849 0.236
H -2.34552 -0.29280 1.41709 0.140
H 1.69434 -1.66898 2.30995 0.128
```